# 1
Here is the molecule C4H8N2O at a distorted geometry from the OMol25 dataset. Energies are from wB97M-V/def2-TZVPD.

```
! RIJCOSX wB97M-V def2-TZVPD def2/J DEFGRID3
* xyz 0 1
C -1.201 -1.144 0.502
C -0.245 -0.099 -0.019
C 1.201 -0.553 -0.112
N 2.105 0.434 0.092
O 1.488 -1.708 -0.375
C -0.637 1.084 -0.939
N -0.415 1.298 0.413
H -2.238 -0.805 0.417
H -1.079 -2.069 -0.066
H -0.991 -1.365 1.553
H 1.778 1.314 0.468
H 3.085 0.200 0.107
H 0.053 1.391 -1.680
H -1.631 0.632 -1.310
H -1.273 1.390 0.950
*
```

Properties
HOMO (eV): -9.420
Relative energy (zero: lowest compared OMol25 entry of this formula, charge and spin) (kcal/mol): 39.67
LUMO level (Ha): 0.0368
Gap between HOMO and LUMO (eV): 10.4
SMILES: C[C@@]1(C(N)=O)CN1

Per-atom natural (NBO) charges, elementary charge units: number 1, C, carries -0.628; number 2, C, carries 0.002; number 3, C, carries 0.658; number 4, N, carries -0.832; number 5, O, carries -0.624; number 6, C, carries -0.238; number 7, N, carries -0.606; number 8, H, carries 0.206; number 9, H, carries 0.248; number 10, H, carries 0.222; number 11, H, carries 0.417; number 12, H, carries 0.403; number 13, H, carries 0.210; number 14, H, carries 0.194; number 15, H, carries 0.369

---

# 2
Here is the molecule C4H8N2O at a distorted geometry from the OMol25 dataset. Energies are from wB97M-V/def2-TZVPD.

```
! RIJCOSX wB97M-V def2-TZVPD def2/J DEFGRID3
* xyz 0 1
C 1.176 -0.780 -1.580
C 0.081 -0.824 -0.548
N 0.459 -0.766 0.913
C 0.727 0.708 0.922
C -0.462 0.370 0.109
N -1.762 0.275 0.619
O -2.055 1.487 1.249
H 1.721 -1.731 -1.568
H 1.892 0.030 -1.413
H 0.738 -0.653 -2.577
H -0.666 -1.600 -0.741
H 1.643 1.042 0.437
H 0.542 1.192 1.880
H -1.111 -0.385 1.472
H -2.922 1.636 0.828
*
```

Properties
HOMO (eV): -8.366
Relative energy (zero: lowest compared OMol25 entry of this formula, charge and spin) (kcal/mol): 158.74
LUMO level (Ha): 0.0327
Gap between HOMO and LUMO (eV): 9.3
SMILES: C[C@H]1N2C[C@@]12NO

Per-atom natural (NBO) charges, elementary charge units: number 1, C, carries -0.625; number 2, C, carries -0.077; number 3, N, carries -0.432; number 4, C, carries -0.262; number 5, C, carries 0.217; number 6, N, carries -0.387; number 7, O, carries -0.590; number 8, H, carries 0.221; number 9, H, carries 0.210; number 10, H, carries 0.220; number 11, H, carries 0.215; number 12, H, carries 0.198; number 13, H, carries 0.221; number 14, H, carries 0.400; number 15, H, carries 0.473